This record from the Open Molecules 2025 dataset describes 9 unconnected molecules or ions with the total composition C47H110N6O9 at a distorted geometry. The level of theory is the ωB97M-V functional and the def2-TZVPD basis.

As for the frontier orbital gap: 8.34 eV. The value obtained for the energy relative to the best compared isomer or geometry (same formula, charge and spin) is 122.1 kcal per mole.

ORCA input file:
```
! wB97M-V def2-TZVPD RIJCOSX def2/J DEFGRID3
* xyz 0 1
C 3.59 -2.22 4.79
C 2.04 -2.10 4.34
C 2.03 -1.54 2.84
C 2.35 -2.69 1.82
C 1.30 -3.82 2.10
C 1.36 -4.41 3.53
N 1.17 -3.30 4.45
O 0.94 -3.65 5.78
C 0.05 -5.31 3.71
C 2.58 -5.37 3.55
C 1.37 -0.92 5.06
H 4.08 -1.37 5.27
H 4.11 -2.63 3.92
H 3.80 -3.06 5.46
H 1.03 -1.18 2.61
H 2.75 -0.74 2.65
H 3.37 -3.01 2.00
H 2.25 -2.34 0.79
H 1.28 -4.53 1.28
H 0.42 -3.20 1.94
H 0.02 -6.24 3.14
H 0.01 -5.59 4.76
H -0.77 -4.61 3.52
H 2.54 -6.05 2.70
H 3.47 -4.83 3.24
H 2.72 -5.82 4.54
H 1.32 -1.04 6.14
H 0.31 -0.88 4.83
H 1.75 0.05 4.76
H 0.00 -3.58 5.94
C -0.83 5.26 7.13
C -0.45 4.03 6.29
C -1.73 3.20 6.38
C -1.80 2.12 5.29
C -1.63 2.66 3.83
C -0.35 3.58 3.67
N -0.29 4.42 4.85
O 0.86 5.20 4.73
C 0.90 2.68 3.59
C -0.65 4.46 2.37
C 0.77 3.31 7.04
H -0.94 5.01 8.19
H -1.69 5.87 6.85
H -0.01 5.98 7.11
H -1.82 2.63 7.31
H -2.55 3.87 6.14
H -2.73 1.57 5.40
H -1.01 1.38 5.31
H -2.57 3.15 3.57
H -1.66 1.82 3.14
H 1.74 3.26 3.22
H 1.37 2.17 4.44
H 0.78 1.89 2.86
H -0.93 3.84 1.51
H -1.44 5.17 2.59
H 0.29 4.99 2.18
H 1.07 2.33 6.68
H 0.44 3.03 8.03
H 1.63 3.98 7.05
H 0.46 6.07 4.68
C 0.84 5.07 -0.97
C 1.17 6.16 -1.93
C 2.72 6.41 -2.17
C 3.35 5.38 -3.14
C 2.58 5.29 -4.46
C 1.08 4.93 -4.13
N 0.53 5.89 -3.23
O -0.80 5.86 -3.24
C 0.45 5.09 -5.52
C 1.00 3.42 -3.78
C 0.65 7.53 -1.32
H 0.65 5.52 0.01
H 1.74 4.46 -0.93
H -0.06 4.48 -1.15
H 2.89 7.38 -2.65
H 3.32 6.50 -1.27
H 3.70 4.47 -2.67
H 4.34 5.76 -3.40
H 3.00 4.58 -5.16
H 2.81 6.20 -5.01
H -0.62 4.92 -5.46
H 0.67 6.10 -5.88
H 0.85 4.34 -6.21
H 0.08 3.12 -3.28
H 1.19 2.82 -4.67
H 1.69 3.14 -2.99
H 1.40 7.88 -0.62
H -0.25 7.38 -0.73
H 0.47 8.27 -2.10
H -1.07 6.43 -3.97
C -3.31 -3.82 0.23
C -2.91 -3.92 -1.20
C -3.19 -5.29 -1.72
C -4.71 -5.61 -1.90
C -5.31 -4.60 -2.87
C -5.10 -3.02 -2.51
N -3.64 -2.86 -2.04
O -3.50 -1.57 -1.61
C -5.27 -2.23 -3.85
C -6.12 -2.62 -1.43
C -1.38 -3.84 -1.15
H -2.83 -4.57 0.86
H -4.38 -4.02 0.35
H -3.03 -2.84 0.61
H -2.64 -5.58 -2.62
H -2.96 -6.07 -0.99
H -5.20 -5.51 -0.94
H -4.83 -6.60 -2.34
H -6.37 -4.87 -2.81
H -4.96 -4.81 -3.88
H -4.87 -1.24 -3.63
H -4.68 -2.68 -4.64
H -6.33 -2.27 -4.09
H -5.98 -1.57 -1.19
H -7.14 -2.61 -1.81
H -6.12 -3.31 -0.59
H -1.03 -2.96 -0.61
H -1.02 -3.51 -2.12
H -0.84 -4.70 -0.73
H -3.83 -1.70 -0.72
C -0.21 -0.13 -1.02
O 0.03 -0.01 0.36
H 0.16 0.77 -1.52
H 0.31 -0.93 -1.53
H -1.30 -0.16 -1.12
H 0.83 0.48 0.57
C -2.78 -0.73 2.45
O -2.60 -0.30 1.11
H -2.34 -1.68 2.76
H -2.47 -0.12 3.30
H -3.83 -0.78 2.72
H -1.66 -0.26 0.91
C 3.28 2.30 1.01
O 2.57 1.44 0.09
H 4.28 2.57 0.68
H 2.74 3.22 1.24
H 3.41 1.80 1.97
H 3.09 0.68 -0.18
C 4.35 -6.19 -2.21
C 3.95 -4.93 -1.35
C 2.93 -4.08 -2.07
O 3.25 -3.42 -3.34
C 2.40 -2.31 -3.60
N 3.36 -5.43 -0.18
H 3.36 -6.52 -2.52
H 4.93 -6.96 -1.71
H 4.92 -5.96 -3.10
H 4.83 -4.36 -1.08
H 2.58 -3.28 -1.41
H 1.95 -4.56 -2.15
H 1.33 -2.47 -3.71
H 2.68 -1.90 -4.56
H 2.26 -1.47 -2.91
H 3.88 -5.97 0.49
H 2.59 -6.01 -0.51
C -1.55 -1.82 -5.11
C -1.11 -0.38 -4.79
C -0.89 0.51 -6.01
O 0.18 0.15 -6.88
C 0.72 1.28 -7.54
N -2.26 0.13 -4.03
H -2.32 -1.85 -5.88
H -1.76 -2.42 -4.23
H -0.62 -2.12 -5.59
H -0.20 -0.41 -4.20
H -0.77 1.55 -5.69
H -1.75 0.70 -6.65
H 0.13 1.64 -8.38
H 1.70 1.10 -7.96
H 0.75 2.21 -6.97
H -2.67 -0.52 -3.37
H -1.94 0.98 -3.59
*
```

Mulliken population analysis, charges in e, atoms 1 to 6:
1. C -1.63
2. C 1.72
3. C -0.28
4. C -0.67
5. C -0.71
6. C 1.67



This record from the Open Molecules 2025 dataset describes a single C9H10FN2OP molecule at a distorted geometry. The level of theory is the ωB97M-V functional and the def2-TZVPD basis.

As for the frontier orbital gap: 9.15 eV. The value obtained for the energy relative to the best compared isomer or geometry (same formula, charge and spin) is 0.0 kcal per mole.

ORCA input file:
```
! wB97M-V def2-TZVPD RIJCOSX def2/J DEFGRID3
* xyz 0 1
C 0.29 0.46 3.07
C 1.54 -0.07 2.70
C -0.79 0.40 2.20
C 1.62 -0.50 1.40
C -0.53 0.20 0.84
C 0.68 -0.27 0.38
C -1.80 0.27 0.04
C 2.29 -0.83 -1.42
C -2.70 0.10 -2.24
N 0.97 -0.42 -0.96
N -1.49 0.26 -1.36
O -2.92 0.33 0.41
F 0.31 1.65 -2.35
P -0.07 0.03 -2.24
H 0.22 0.79 4.05
H 2.33 -0.28 3.43
H -1.62 0.90 2.44
H 2.64 -1.08 1.25
H 2.44 -0.59 -2.45
H 3.03 -0.06 -1.03
H 2.53 -1.82 -1.05
H -2.73 1.13 -2.64
H -2.77 -0.64 -2.98
H -3.48 0.07 -1.47
*
```

Mulliken population analysis, charges in e, atoms 1 to 6:
1. C -0.45
2. C -0.60
3. C -1.03
4. C -0.28
5. C 0.55
6. C 0.41



This record from the Open Molecules 2025 dataset describes a molecular structure, C5H5Cl at a distorted geometry. The level of theory is the ωB97M-V functional and the def2-TZVPD basis.

As for the frontier orbital gap: 9.09 eV. The value obtained for the energy relative to the best compared isomer or geometry (same formula, charge and spin) is 135.3 kcal per mole.

ORCA input file:
```
! wB97M-V def2-TZVPD RIJCOSX def2/J DEFGRID3
* xyz 0 1
C -1.16 0.28 -0.45
C 0.85 0.59 -0.34
C -0.10 -1.36 1.50
C -0.08 -0.33 0.67
C -0.23 1.03 -1.49
Cl -1.65 -2.08 1.77
H -1.97 -0.42 -0.82
H -1.81 1.05 0.03
H 0.79 1.61 0.06
H 1.87 0.23 -0.70
H 0.82 -1.74 2.04
*
```

Mulliken population analysis, charges in e, atoms 1 to 6:
1. C -0.36
2. C -0.33
3. C -0.32
4. C 0.00
5. C -0.43
6. Cl -0.18



This record from the Open Molecules 2025 dataset describes a single C8H13NOSi molecule at a distorted geometry. The level of theory is the ωB97M-V functional and the def2-TZVPD basis.

As for the frontier orbital gap: 8.63 eV. The value obtained for the energy relative to the best compared isomer or geometry (same formula, charge and spin) is 53.0 kcal per mole.

ORCA input file:
```
! wB97M-V def2-TZVPD RIJCOSX def2/J DEFGRID3
* xyz 0 1
O -2.78 -3.56 0.97
C -1.07 -1.12 -0.89
C -0.87 -0.66 1.45
C -0.56 -0.37 0.12
C -1.84 -2.19 -0.64
C -1.57 -1.80 1.73
N -2.15 -2.53 0.70
C 1.33 0.68 -2.05
C 2.34 0.78 0.95
C 0.01 2.59 -0.11
Si 0.81 0.87 -0.17
H -0.79 -0.78 -1.91
H -0.37 -0.06 2.24
H -2.27 -2.69 -1.50
H -1.86 -2.16 2.67
H 0.39 0.64 -2.53
H 1.98 1.55 -2.18
H 1.86 -0.25 -2.21
H 2.31 -0.02 1.62
H 2.43 1.72 1.57
H 3.22 0.61 0.36
H 0.16 3.15 0.86
H 0.34 3.21 -0.93
H -1.05 2.39 -0.12
*
```

Mulliken population analysis, charges in e, atoms 1 to 6:
1. O -0.74
2. C -0.26
3. C -0.39
4. C 0.55
5. C -0.52
6. C -0.60